[1]
The following is a quantum chemistry calculation of a molecular structure, C6H11NO, from the Open Molecules 2025 dataset.

```
19
C6H11NO (ωB97M-V with the def2-TZVPD basis set)
C -2.437 0.765 0.351
C 1.705 -0.833 -2.007
C 0.332 0.554 1.781
C 1.623 -0.442 -0.553
C 0.044 0.298 0.366
C -0.843 0.234 -0.538
O -2.810 -0.164 1.317
N 2.597 -0.586 0.252
H -3.689 -0.534 1.159
H 3.450 -0.967 -0.187
H -3.133 0.846 -0.485
H -2.272 1.739 0.808
H -1.002 0.095 -1.588
H 2.676 -1.282 -2.256
H 1.556 0.051 -2.634
H 0.929 -1.565 -2.248
H 0.635 1.592 1.939
H 1.149 -0.107 2.096
H -0.513 0.306 2.427
```

- LUMO: 0.857 eV
- Largest force on an atom: 0.144 hartree/bohr
- HOMO: -8.023 eV
- Energy above the lowest of the compared OMol25 structures with the same formula, charge and spin: 4.857 eV



[2]
The following is a quantum chemistry calculation of a single C6H11NO molecule, from the Open Molecules 2025 dataset.

```
19
C6H11NO (ωB97M-V with the def2-TZVPD basis set)
C 1.143 -0.631 1.115
C 0.212 0.518 0.726
C -1.370 -0.202 1.265
N -2.079 0.502 2.029
O 0.295 1.661 1.189
H -1.828 1.496 1.887
H -1.496 -1.282 1.371
H 1.038 -0.799 2.186
H 0.919 -1.559 0.592
H 2.173 -0.337 0.902
C 1.075 -0.359 -1.879
C 0.188 0.579 -1.101
C -1.163 0.255 -0.892
H 0.417 1.629 -1.247
H 0.797 -1.404 -1.735
H 2.125 -0.238 -1.608
H 0.978 -0.129 -2.943
H -1.534 -0.745 -1.093
H -1.890 1.044 -0.765
```

- LUMO: -0.297 eV
- Largest force on an atom: 0.034 hartree/bohr
- HOMO: -8.241 eV
- Energy above the lowest of the compared OMol25 structures with the same formula, charge and spin: 4.761 eV



[3]
The following is a quantum chemistry calculation of 2 unconnected molecules or ions with the total composition C6H11NO, from the Open Molecules 2025 dataset.

```
19
C6H11NO (ωB97M-V with the def2-TZVPD basis set)
C 0.164 2.544 0.828
C 1.456 2.097 1.153
N 1.755 0.937 0.309
C 0.667 0.681 -0.443
C -0.372 1.686 -0.220
C -1.586 1.986 -0.965
C 0.729 -0.575 -1.316
H -0.362 3.344 1.182
H 2.083 2.426 1.907
H 2.642 0.797 0.027
H -1.539 1.347 -1.924
H -2.569 1.733 -0.614
H -1.765 2.959 -1.103
H -0.093 -0.906 -1.829
H 0.980 -1.516 -0.751
H 1.680 -0.389 -2.016
H -1.477 -5.846 2.469
H -0.718 -6.744 1.518
O -1.677 -6.561 1.789
```

- LUMO: 0.775 eV
- Largest force on an atom: 0.130 hartree/bohr
- HOMO: -7.562 eV
- Energy above the lowest of the compared OMol25 structures with the same formula, charge and spin: 2.454 eV



[4]
The following is a quantum chemistry calculation of a molecular structure, C6H11NO, from the Open Molecules 2025 dataset.

```
19
C6H11NO (ωB97M-V with the def2-TZVPD basis set)
O -2.179 0.791 0.372
C -1.141 0.883 1.159
C 0.100 1.533 0.803
C 0.589 1.313 -0.635
C 0.725 -0.157 -1.024
C -0.297 -0.990 -1.259
C -0.279 -2.504 -1.224
N 1.011 1.772 1.825
H -1.461 0.799 2.229
H -0.663 -0.473 1.027
H -0.104 1.909 -1.264
H 1.632 1.665 -0.905
H 1.731 -0.573 -0.953
H -1.252 -0.465 -1.130
H -0.963 -2.942 -1.962
H -0.456 -2.892 -0.220
H 0.730 -2.838 -1.514
H 1.722 1.078 2.004
H 0.555 2.089 2.672
```

- LUMO: -1.198 eV
- Largest force on an atom: 0.092 hartree/bohr
- HOMO: -7.673 eV
- Energy above the lowest of the compared OMol25 structures with the same formula, charge and spin: 5.744 eV



[5]
The following is a quantum chemistry calculation of a single C6H11NO molecule, from the Open Molecules 2025 dataset.

```
19
C6H11NO (ωB97M-V with the def2-TZVPD basis set)
C 1.991 0.254 -0.086
C -0.622 0.094 -1.697
C 0.738 -0.331 0.445
C -0.570 -0.322 -0.241
N -1.365 -1.535 -0.019
C 0.079 0.494 1.691
C -1.075 0.776 0.832
O 0.658 -0.765 1.826
H -1.227 -1.915 0.919
H -1.104 -2.290 -0.650
H 0.518 1.325 2.226
H 2.360 -0.348 -0.920
H 1.841 1.278 -0.455
H 2.776 0.272 0.676
H -0.153 -0.664 -2.334
H -1.659 0.217 -2.028
H -0.108 1.043 -1.869
H -2.055 0.640 1.300
H -1.023 1.777 0.386
```

- LUMO: 0.963 eV
- Largest force on an atom: 0.092 hartree/bohr
- HOMO: -8.082 eV
- Energy above the lowest of the compared OMol25 structures with the same formula, charge and spin: 3.559 eV



[6]
The following is a quantum chemistry calculation of a single C6H11NO molecule, from the Open Molecules 2025 dataset.

```
19
C6H11NO (ωB97M-V with the def2-TZVPD basis set)
C 1.977 0.242 1.108
C -2.312 0.202 0.293
C 0.038 -0.520 -0.418
C 1.363 -0.398 -0.102
C -0.887 0.529 -0.056
N -0.374 -1.540 -1.283
C -0.420 1.807 -0.021
O 2.282 -1.182 -0.789
H 1.843 -1.416 -1.628
H 0.041 -2.431 -1.014
H -1.384 -1.613 -1.344
H 1.234 0.530 1.854
H 2.548 1.127 0.810
H 2.669 -0.453 1.597
H -2.398 -0.779 0.771
H -2.729 0.937 0.990
H -2.937 0.205 -0.607
H -1.035 2.616 0.364
H 0.482 2.135 -0.526
```

- LUMO: 0.827 eV
- Largest force on an atom: 0.034 hartree/bohr
- HOMO: -7.323 eV
- Energy above the lowest of the compared OMol25 structures with the same formula, charge and spin: 1.658 eV



[7]
The following is a quantum chemistry calculation of a molecular structure, C6H11NO, from the Open Molecules 2025 dataset.

```
19
C6H11NO (ωB97M-V with the def2-TZVPD basis set)
C 1.840 -1.033 -0.462
C 0.921 -0.104 0.396
C -0.391 -1.150 0.755
C -2.444 0.309 -0.262
C -1.174 0.878 0.092
C 0.308 1.049 -0.385
H 2.752 -0.605 -0.790
H 1.170 -1.296 -1.357
H 1.958 -2.125 -0.036
H 1.645 0.147 1.182
H -0.611 -1.124 1.880
H -0.185 -2.221 0.432
H -3.087 0.223 -1.260
H -3.213 0.307 0.567
H -1.215 1.117 1.082
H 0.526 1.191 -1.442
H 1.420 2.898 -0.453
N -1.213 -0.562 -0.326
O 0.993 2.102 0.387
```

- LUMO: 0.645 eV
- Largest force on an atom: 0.143 hartree/bohr
- HOMO: -8.948 eV
- Energy above the lowest of the compared OMol25 structures with the same formula, charge and spin: 6.973 eV



[8]
The following is a quantum chemistry calculation of 2 unconnected molecules or ions with the total composition C6H11NO, from the Open Molecules 2025 dataset.

```
19
C6H11NO (ωB97M-V with the def2-TZVPD basis set)
C -1.224 1.817 -1.010
C -0.654 0.955 0.086
C -1.360 0.233 1.035
N -0.500 -0.677 1.605
C 0.808 -0.388 1.130
C 0.703 0.614 0.212
C 1.919 -1.329 1.468
H -1.654 1.179 -1.763
H -1.893 2.562 -0.626
H -0.463 2.493 -1.430
H -2.319 0.440 1.463
H -0.580 -1.581 2.038
H 1.610 0.783 -0.365
H 2.700 -0.874 2.105
H 1.407 -2.111 2.034
H 2.308 -1.935 0.652
H 0.240 -1.088 -2.442
H -0.643 -0.692 -3.546
O -0.405 -0.400 -2.648
```

- LUMO: 0.693 eV
- Largest force on an atom: 0.061 hartree/bohr
- HOMO: -7.551 eV
- Energy above the lowest of the compared OMol25 structures with the same formula, charge and spin: 1.460 eV



[9]
The following is a quantum chemistry calculation of a single C6H11NO molecule, from the Open Molecules 2025 dataset.

```
19
C6H11NO (ωB97M-V with the def2-TZVPD basis set)
O 1.429 0.148 2.813
C 1.410 0.133 1.598
N 0.267 -0.088 0.889
C 0.131 0.027 -0.551
C -1.197 -0.641 -1.028
C -2.172 0.279 -1.682
C -2.846 -0.035 -2.781
C 2.694 0.193 0.807
H -0.625 0.001 1.349
H 0.965 -0.475 -1.026
H 0.140 1.062 -0.904
H -1.669 -1.038 -0.127
H -0.921 -1.498 -1.635
H -2.574 1.080 -1.065
H -3.741 0.480 -3.092
H -2.494 -0.850 -3.408
H 3.542 0.051 1.476
H 2.767 -0.517 -0.009
H 2.882 1.170 0.365
```

- LUMO: 0.904 eV
- Largest force on an atom: 0.027 hartree/bohr
- HOMO: -9.600 eV
- Energy above the lowest of the compared OMol25 structures with the same formula, charge and spin: 1.044 eV



[10]
The following is a quantum chemistry calculation of 2 unconnected molecules or ions with the total composition C6H11NO, from the Open Molecules 2025 dataset.

```
19
C6H11NO (ωB97M-V with the def2-TZVPD basis set)
C 0.535 -0.618 -0.812
C -0.254 -1.684 -0.190
C -0.482 0.525 -0.888
C -1.509 -1.155 0.321
C -1.632 0.332 0.100
C 2.881 1.076 0.254
N 1.963 -0.030 0.565
O 2.487 -0.969 1.083
H -0.425 -2.436 -1.057
H 0.349 -2.250 0.445
H 0.132 1.521 -0.795
H -0.924 0.459 -1.894
H -2.356 -1.494 -0.264
H -1.465 -1.562 1.333
H -1.613 1.001 0.971
H -2.601 0.540 -0.300
H 3.833 0.835 0.678
H 3.036 1.058 -0.825
H 2.352 1.938 0.549
```

- LUMO (alpha / beta): -0.124 / -0.255 eV
- Largest force on an atom: 0.079 hartree/bohr
- HOMO (alpha / beta): -7.780 / -7.702 eV
- Energy above the lowest of the compared OMol25 structures with the same formula, charge and spin: 7.076 eV